Record 1
The following is a DFT calculation (the ωB97M-V functional and the def2-TZVPD basis) of a structure of composition H20KrO10.

Structure (XYZ):
```
31
Properties=species:S:1:pos:R:3:forces:R:3:mulliken_charge:R:1
Kr 14.751308 -7.242372 -7.254883 0.04 -0.07 -0.09 0.028
O 14.861969 -10.483145 -10.057574 0.56 0.08 -0.36 -0.606
H 14.324606 -10.504759 -9.265737 -0.23 -0.27 0.09 0.382
H 14.404937 -9.877653 -10.641303 -0.10 0.18 -0.21 0.301
O 15.585807 -10.395737 -6.811507 0.46 -0.03 0.23 -0.590
H 14.925751 -10.204000 -7.477685 -0.17 0.11 -0.05 0.316
H 15.110491 -10.876998 -6.134238 -0.02 -0.15 0.13 0.259
O 14.199287 -4.092968 -5.386789 -0.02 -0.18 0.21 -0.741
H 13.704550 -3.595062 -4.735984 -0.31 0.24 0.16 0.299
H 14.901895 -4.509048 -4.887327 0.35 -0.13 0.08 0.322
O 15.203254 -2.861480 -7.607855 0.00 0.73 -0.32 -0.679
H 15.710379 -3.578900 -7.987785 0.27 -0.29 -0.13 0.371
H 14.816071 -3.234384 -6.815856 -0.15 -0.10 0.13 0.408
O 12.982341 -10.554324 -8.073079 -0.16 0.03 0.22 -0.653
H 12.501194 -11.005880 -7.379667 -0.06 -0.28 0.13 0.259
H 12.322055 -10.020347 -8.514811 -0.23 0.32 -0.18 0.304
O 16.916790 -5.054392 -8.231656 0.14 0.44 0.24 -0.620
H 17.584501 -5.407544 -7.643702 0.15 0.03 0.17 0.280
H 16.816564 -5.722444 -8.909796 -0.08 -0.38 -0.33 0.358
O 16.880399 -6.942361 -10.277334 -0.08 0.04 -0.12 -0.685
H 17.034537 -7.886922 -10.260391 -0.10 -0.47 0.19 0.289
H 17.462189 -6.616551 -10.964071 0.22 0.23 -0.23 0.301
O 12.140561 -5.919129 -5.957841 -0.54 0.02 -0.04 -0.625
H 12.961810 -5.434028 -5.877454 0.23 0.38 -0.09 0.366
H 12.341864 -6.790150 -5.615770 -0.14 -0.42 0.14 0.333
O 14.143639 -6.111075 -10.820753 -0.44 -0.06 0.01 -0.607
H 14.129746 -5.805742 -11.727845 -0.10 0.14 -0.19 0.291
H 15.044378 -6.402508 -10.679410 0.43 -0.15 0.16 0.364
O 12.433490 -8.560182 -4.633472 -0.17 0.09 -0.01 -0.626
H 13.177930 -8.516838 -4.033340 0.23 0.06 0.21 0.314
H 12.485217 -9.435573 -5.017200 0.01 -0.15 -0.15 0.288
```
Positions in Å, forces in eV/Å.

The HOMO-LUMO gap comes out at 9.376 eV. The lowest unoccupied orbital energy is -0.0110 Ha. Its energy above the lowest of the compared OMol25 structures with the same formula, charge and spin is 1.113 eV. As for the total energy: -95729.27878 eV. For the HOMO energy, the calculation gives -9.68 eV.

Record 2
The following is a DFT calculation (the ωB97M-V functional and the def2-TZVPD basis) of a cluster of 8 separate species, C49H87BN7O7S in total.

Structure (XYZ):
```
152
Properties=species:S:1:pos:R:3:forces:R:3:mulliken_charge:R:1
C 2.265601 3.213238 4.226998 0.04 -0.63 -1.46 -1.360
C 2.289118 2.607838 3.021124 0.16 0.30 1.41 0.079
C 1.222740 1.595268 2.610485 -0.92 0.30 0.19 0.771
O 1.364691 0.361218 3.318411 0.27 -0.03 -0.15 -0.384
C 2.557554 -0.346429 3.058414 -0.11 0.21 0.11 -1.996
C 3.665606 -0.237023 4.096705 0.50 -0.64 -0.18 1.883
C 4.880080 -0.984941 3.491836 -0.30 -0.04 -0.14 -1.668
C 3.311644 -0.833350 5.459208 0.10 0.38 0.57 0.344
C 2.018311 -0.291757 6.058662 0.01 -0.09 -0.03 -1.453
C 4.442989 -0.536988 6.454911 0.05 0.17 -0.32 -1.561
O -0.029606 2.047636 2.954871 0.38 0.27 0.17 -0.521
B -0.587544 2.907654 1.841959 -0.28 -0.34 0.05 0.226
C -0.369660 4.530589 1.942504 0.09 -0.31 0.02 -0.993
C 0.315147 5.164030 0.737077 -0.09 0.31 -0.04 -0.394
C 1.819421 5.025397 0.629854 -0.22 0.07 -0.39 -0.073
C 2.619952 5.765294 1.635674 -0.13 1.71 1.73 0.401
O 2.227621 6.576740 2.472015 0.67 -1.69 -1.47 -0.647
O 3.963994 5.501144 1.474537 -0.45 -0.41 0.02 -0.298
C 4.750119 5.442392 2.656252 0.20 0.36 0.42 0.310
C 6.200206 5.655011 2.296415 0.04 -0.25 -0.11 -1.409
C -2.166253 2.498174 1.757656 0.20 0.04 0.00 0.242
S -3.253710 3.129663 3.058792 -0.46 0.09 -0.03 -0.245
C -2.837619 2.159288 4.529415 0.30 -0.08 -0.01 -0.563
C -2.491703 0.690641 4.299108 0.01 0.06 0.33 -0.477
O 0.142736 2.316126 0.642946 0.06 0.30 -0.05 -0.802
C 1.138786 1.441888 1.053451 0.33 -0.36 0.09 0.593
C 0.774940 0.018513 0.604875 0.11 0.03 -0.19 -1.349
C 1.820326 -0.877616 0.007455 -0.12 -1.96 -0.19 -0.091
O 1.658631 -2.091372 -0.149343 0.48 2.30 0.33 -0.672
O 2.973391 -0.257691 -0.413360 -0.44 0.10 0.23 -0.190
H 1.523303 2.926830 4.961371 -0.17 0.16 -0.09 0.334
H 2.940943 4.022454 4.469031 0.14 -0.12 0.12 0.107
H 3.074766 2.815605 2.300381 0.00 0.23 0.00 0.503
H 2.974262 -0.031810 2.103997 0.14 0.15 -0.18 0.333
H 2.307878 -1.405268 2.947910 -0.13 -0.13 0.02 0.733
H 3.970230 0.798418 4.228612 -0.33 0.21 0.10 0.032
H 5.257200 -1.756201 4.156470 0.20 0.02 0.14 0.470
H 5.683182 -0.311549 3.210513 0.19 0.05 0.07 0.278
H 4.589633 -1.507094 2.579883 -0.02 -0.08 -0.14 0.363
H 3.238947 -1.920391 5.373234 -0.15 -0.13 -0.21 0.277
H 1.154197 -0.476269 5.432620 -0.12 0.01 -0.04 0.208
H 2.100464 0.784103 6.205362 -0.05 0.15 -0.04 0.212
H 1.857185 -0.743504 7.036059 -0.06 -0.08 0.12 0.569
H 5.305290 -1.182676 6.313886 0.10 -0.13 0.08 0.372
H 4.091016 -0.606559 7.479783 0.03 -0.19 0.16 0.417
H 4.790048 0.485306 6.304489 0.02 0.17 0.07 0.362
H -1.344545 5.013622 2.003061 -0.22 -0.03 0.13 0.561
H 0.137834 4.818051 2.864195 0.15 0.05 0.07 0.611
H -0.085676 4.722913 -0.176391 -0.10 -0.04 -0.10 -0.364
H 0.082509 6.230197 0.698590 -0.02 0.15 -0.03 0.657
H 2.147921 5.437966 -0.329053 0.10 -0.03 -0.15 0.563
H 2.129572 3.984337 0.611651 0.06 -0.10 0.11 -0.210
H 4.627759 4.470923 3.137581 -0.12 -0.18 -0.20 -0.088
H 4.417556 6.188647 3.374206 -0.13 0.13 -0.02 0.360
H 6.832365 5.173156 3.038420 0.13 0.12 0.15 0.400
H 6.457699 6.706508 2.222951 0.04 0.13 -0.05 0.323
H 6.410898 5.172034 1.344971 0.04 -0.02 -0.13 0.301
H -2.268776 1.414308 1.731370 -0.02 -0.18 -0.13 0.115
H -2.650760 2.870277 0.853701 -0.01 0.14 -0.19 -0.504
H -2.020193 2.654839 5.046051 0.15 0.00 0.10 0.377
H -3.712006 2.222118 5.172438 -0.18 0.19 0.00 0.496
H -2.891526 0.330199 3.357755 -0.08 -0.16 -0.10 0.186
H -1.416819 0.551902 4.303057 0.14 -0.03 -0.27 -0.382
H -2.900032 0.086920 5.109471 -0.11 -0.13 0.05 0.495
H 2.109981 1.717041 0.629158 0.03 0.03 -0.24 0.381
H 0.022143 0.151379 -0.172376 -0.21 -0.09 -0.02 0.894
H 0.331801 -0.543765 1.422413 -0.28 -0.05 -0.01 0.093
H 3.719103 -0.548370 0.127814 0.30 -0.38 -0.38 0.206
C -4.732876 3.336221 -2.251927 -0.28 0.10 -0.10 -1.327
C -3.693033 4.247481 -2.879261 -0.22 -0.08 0.02 -0.263
C -2.680874 4.760793 -1.858059 0.18 0.01 -0.26 0.868
C -3.313425 5.490532 -0.770895 -0.39 0.18 1.12 -0.005
N -3.819293 5.949948 0.159930 0.24 -0.06 -0.78 -0.593
H -5.335530 3.869846 -1.514656 0.03 -0.02 0.02 0.440
H -5.410506 2.944952 -3.014176 0.01 -0.02 0.03 0.406
H -4.267940 2.495346 -1.751685 0.11 -0.26 0.16 0.239
H -4.195885 5.082316 -3.372743 0.12 0.07 0.00 0.389
H -3.146353 3.702887 -3.644776 0.06 0.11 -0.08 -0.076
H -1.938175 5.400837 -2.335406 0.05 -0.02 0.02 0.502
H -2.150413 3.922464 -1.398999 0.08 -0.02 -0.01 -0.530
C 0.094530 -6.035405 -3.734541 0.10 0.18 -0.07 -1.324
C 0.395009 -4.626410 -3.238075 -0.13 -0.12 -0.06 -0.090
C 0.198417 -4.496018 -1.720461 0.05 0.12 -0.33 0.534
C -1.173471 -4.818001 -1.342684 -0.97 -0.29 0.44 0.131
N -2.253598 -5.107145 -1.045094 0.84 0.25 -0.33 -0.641
H -0.945372 -6.305587 -3.547673 -0.02 -0.04 0.04 0.229
H 0.268012 -6.122867 -4.807309 0.01 0.02 -0.01 0.444
H 0.725395 -6.769298 -3.236381 -0.01 -0.06 0.01 0.368
H -0.246585 -3.906515 -3.750362 0.06 0.04 0.03 -0.078
H 1.425556 -4.355437 -3.471265 0.01 0.03 0.05 0.401
H 0.432730 -3.487578 -1.383401 0.01 -0.01 0.13 -0.300
H 0.863815 -5.181710 -1.192773 0.01 0.01 0.06 0.377
C -6.169820 0.609529 2.867541 -0.05 -0.18 -0.06 -0.855
C -7.109348 -0.297845 2.076174 0.14 0.13 -0.02 -0.524
C -6.403499 -1.375958 1.234849 -0.20 -0.08 0.32 -0.410
C -5.528298 -0.880397 0.187119 0.47 0.56 -0.62 0.167
N -4.855855 -0.489230 -0.662900 -0.31 -0.19 0.32 -0.368
H -5.535314 1.240539 2.244941 0.03 -0.09 -0.07 0.207
H -6.748392 1.279367 3.503040 0.00 0.01 0.03 0.366
H -5.522533 0.011496 3.512157 0.06 0.06 0.02 0.241
H -7.755777 0.306261 1.436394 0.01 -0.05 -0.07 0.318
H -7.759976 -0.831834 2.772522 -0.05 -0.01 -0.04 0.309
H -7.142878 -2.011647 0.745064 -0.02 -0.08 0.06 0.313
H -5.799873 -2.011966 1.884417 -0.01 -0.05 0.04 0.278
C 6.434781 -0.955158 -4.161254 -0.03 0.02 0.01 -1.187
C 5.744148 0.345004 -3.768815 0.02 -0.10 -0.07 -0.166
C 6.283974 0.935911 -2.460782 -0.11 0.08 -0.18 -0.405
C 6.088556 0.025007 -1.341125 -0.06 -0.69 0.86 0.352
N 5.932590 -0.716035 -0.469114 0.11 0.59 -0.60 -0.588
H 6.271811 -1.729651 -3.411128 0.01 0.00 0.03 0.343
H 6.044765 -1.325694 -5.108630 0.00 0.00 -0.01 0.352
H 7.511329 -0.811980 -4.273950 0.02 0.00 0.00 0.299
H 4.671601 0.176995 -3.665758 -0.03 0.03 0.02 0.084
H 5.877239 1.086927 -4.557524 0.00 0.05 0.04 0.324
H 5.774367 1.869782 -2.221545 0.02 0.03 0.01 0.270
H 7.351381 1.148213 -2.543321 0.02 0.01 0.00 0.349
C 0.633797 0.356564 -3.997216 0.00 -0.02 0.00 -1.537
C -0.723143 0.597437 -3.347565 0.15 -0.03 0.01 0.411
C -1.755867 1.178996 -4.324868 0.09 -0.17 0.19 0.359
C -1.314762 2.473974 -4.833001 0.32 0.99 -0.32 0.034
N -0.952852 3.516883 -5.177218 -0.28 -0.87 0.19 -0.594
H 1.077454 1.287833 -4.352997 -0.03 0.03 -0.01 0.447
H 1.325381 -0.083172 -3.278510 0.02 -0.02 0.03 0.317
H 0.544289 -0.327937 -4.842828 -0.01 -0.02 -0.01 0.333
H -0.614108 1.274675 -2.498679 -0.04 0.02 0.05 -0.368
H -1.109059 -0.344029 -2.954422 -0.11 0.00 -0.02 0.433
H -2.715227 1.322686 -3.822212 -0.02 -0.01 -0.03 0.239
H -1.911853 0.501616 -5.166783 0.02 0.00 -0.01 0.008
C -0.878377 -7.810160 0.409005 -0.02 -0.03 0.04 -1.053
C -2.091865 -8.497689 -0.200763 0.04 0.04 0.03 -0.373
C -1.719845 -9.758677 -0.995897 -0.14 0.20 0.17 -0.482
C -0.828162 -9.439316 -2.104501 0.69 0.09 -0.89 0.342
N -0.122669 -9.186128 -2.983875 -0.57 -0.28 0.71 -0.475
H -0.191675 -7.466987 -0.365716 0.02 -0.03 -0.02 0.127
H -1.183224 -6.938109 0.984023 -0.01 0.02 0.00 0.323
H -0.334198 -8.485761 1.073157 0.02 -0.01 -0.01 0.416
H -2.615598 -7.797357 -0.852604 0.00 0.00 0.00 0.273
H -2.789345 -8.784173 0.588226 -0.02 -0.05 -0.02 0.323
H -2.609125 -10.237213 -1.407249 -0.01 -0.03 0.01 0.287
H -1.217361 -10.483198 -0.352694 0.01 -0.03 0.00 0.274
C -4.789044 -0.887715 -6.132632 -0.01 -0.03 0.00 -1.032
C -4.875625 -2.409024 -6.105623 0.00 0.12 -0.02 -0.502
C -3.871840 -3.044517 -5.135913 -0.20 0.01 -0.05 -0.251
C -2.494091 -2.726874 -5.492932 1.05 0.22 -0.11 0.231
N -1.399379 -2.469832 -5.759720 -0.86 -0.14 0.14 -0.548
H -3.810706 -0.555130 -6.481928 0.03 -0.01 0.01 0.259
H -5.537409 -0.470955 -6.805759 -0.02 0.01 -0.01 0.383
H -4.958179 -0.465418 -5.140431 0.01 0.00 0.02 0.273
H -4.707592 -2.806119 -7.108118 0.00 -0.04 -0.01 0.303
H -5.878615 -2.715365 -5.805052 0.02 -0.05 0.03 0.330
H -3.972727 -4.129924 -5.126395 -0.01 -0.02 0.05 0.307
H -4.045332 -2.686288 -4.119540 0.01 -0.02 0.05 0.261
```
Positions in Å, forces in eV/Å.

The HOMO-LUMO gap comes out at 6.411 eV. The lowest unoccupied orbital energy is 0.0757 Ha. As for the net charge: -1. As for the total energy: -88501.80114 eV. For the HOMO energy, the calculation gives -4.35 eV.

Record 3
The following is a DFT calculation (the ωB97M-V functional and the def2-TZVPD basis) of a cluster of 3 separate species, C7H18O2 in total.

Structure (XYZ):
```
27
Properties=species:S:1:pos:R:3:forces:R:3:mulliken_charge:R:1
C 0.788047 2.042161 -1.944485 -0.41 -0.79 -0.15 -0.999
C 1.629901 1.339918 -0.862447 -0.18 0.95 0.03 -0.702
C 0.851962 0.375366 0.037964 1.00 -0.16 -0.27 -0.163
C -0.301199 0.981804 0.818303 -0.77 -0.23 -0.01 -0.996
C -2.485965 0.136123 0.015887 -0.97 0.02 -1.02 -1.107
C -1.503222 0.048279 0.897831 -0.41 0.77 0.73 0.885
C -1.599223 -0.789025 2.141141 0.37 -1.15 -0.28 -1.416
H 0.755274 1.548507 -2.917699 0.18 -0.26 0.10 0.334
H -0.251816 2.090403 -1.615105 0.02 0.19 -0.05 0.198
H 1.125415 3.047431 -2.130609 0.17 0.41 0.01 0.311
H 2.516479 0.846428 -1.284526 -0.23 0.11 0.06 0.328
H 1.977678 2.175274 -0.251507 0.37 -0.19 0.28 0.318
H 0.551507 -0.447692 -0.604805 -0.50 -0.23 0.02 0.193
H 1.559778 -0.050900 0.743532 0.09 -0.15 0.11 0.299
H -0.633948 1.888425 0.332395 -0.10 0.29 -0.15 0.524
H -0.012596 1.275615 1.834172 0.18 -0.14 -0.17 0.410
H -3.393042 -0.463178 -0.058650 0.29 -0.33 0.80 0.303
H -2.554711 0.865792 -0.786906 0.79 0.16 0.02 0.245
H -2.451193 -1.472373 2.181658 -0.27 0.41 -0.19 0.370
H -1.592931 -0.182234 3.048913 0.06 0.05 -0.13 0.344
H -0.751011 -1.481197 2.182899 0.28 0.25 0.24 0.324
H 2.619684 -2.142284 0.412377 0.18 -0.28 0.45 0.337
H 3.597607 -1.040414 0.434112 0.30 -0.13 0.42 0.324
O 3.359882 -1.823614 0.955652 -0.42 0.34 -0.88 -0.653
H -1.449639 -3.143955 -0.459879 0.02 -0.03 -0.18 0.319
H -1.151856 -2.354983 -1.734887 -0.09 -0.78 0.30 0.311
O -1.200868 -3.269688 -1.385331 0.06 0.88 -0.08 -0.644
```
Positions in Å, forces in eV/Å.

The HOMO-LUMO gap comes out at 10.304 eV. The lowest unoccupied orbital energy is 0.0249 Ha. Its SMILES is C=C(C)CCCC.O.O. Its energy above the lowest of the compared OMol25 structures with the same formula, charge and spin is 0.495 eV. As for the total energy: -11645.06674 eV. For the HOMO energy, the calculation gives -9.63 eV.

Record 4
The following is a DFT calculation (the ωB97M-V functional and the def2-TZVPD basis) of a structure of composition C10H10N2O2.

Structure (XYZ):
```
24
Properties=species:S:1:pos:R:3:forces:R:3:mulliken_charge:R:1
C 1.649943 1.811985 -0.448687 -1.40 0.50 1.46 0.451
C 0.706169 2.924159 -0.593471 0.85 0.47 -1.14 -0.487
C -0.410122 2.969462 0.116865 0.03 -1.09 -1.03 -0.282
C 0.003488 0.721740 0.975889 0.14 0.34 6.23 0.218
C -0.591989 -0.725773 -0.390216 -2.43 -5.35 -1.58 0.022
C -1.675364 -1.386947 0.331642 -1.88 1.82 -0.75 0.189
C -1.883576 -2.794339 0.369597 -1.55 -0.33 -1.06 -0.757
C -0.920815 -3.575478 -0.323268 -0.40 0.04 -0.80 -0.212
C 0.071575 -2.947499 -1.068983 0.86 -2.22 0.13 -0.597
C 0.200432 -1.597489 -1.121499 1.28 4.20 -1.18 -0.131
H 1.766420 0.117800 0.732343 1.72 -1.41 0.10 0.286
H 0.910746 3.638332 -1.368648 0.40 0.49 0.24 0.394
H -1.084967 3.839379 0.070176 0.10 -0.90 0.29 0.331
H -1.701770 1.909028 1.239367 2.03 -1.24 -0.79 0.310
H -0.394171 0.347006 -0.318870 -1.67 -2.28 -3.47 0.444
H -2.427437 -0.563065 0.732372 1.25 -2.46 -0.44 0.065
H -2.924067 -3.419550 0.631042 2.95 2.37 -0.11 0.179
H -1.065061 -4.655199 -0.529841 0.12 0.72 0.76 0.310
H 0.863280 -3.539339 -1.573582 -0.93 0.22 0.14 0.307
H 0.924296 -1.047515 -1.829534 -0.65 -1.39 1.16 0.239
N 1.253503 0.925751 0.560781 1.05 0.74 -0.43 -0.051
N -0.789277 1.765872 0.699723 -5.13 4.72 2.50 0.008
O 2.712547 1.702207 -0.957875 1.70 -0.16 -1.27 -0.567
O -0.339458 -0.185602 1.745929 1.54 2.22 1.07 -0.671
```
Positions in Å, forces in eV/Å.

The HOMO-LUMO gap comes out at 8.475 eV. The lowest unoccupied orbital energy is 0.0078 Ha. Its energy above the lowest of the compared OMol25 structures with the same formula, charge and spin is 5.331 eV. As for the total energy: -17603.21039 eV. For the HOMO energy, the calculation gives -8.26 eV.

> What is the HOMO-LUMO gap in the second record?

6.411 eV